DFT (ωB97M-V/def2-TZVPD) results for a structure of composition C19H22N6RhS2.

Element x y z (Å)
Rh -0.05439 -0.31284 0.04709
N -0.77608 -0.01275 2.17368
C 0.37387 0.39106 3.04362
C 1.65794 -0.23902 2.55174
N 1.89643 0.18057 1.14434
H -1.51644 0.67850 2.23229
H -1.18657 -0.87300 2.52037
H 0.19595 0.11214 4.07871
H 0.44761 1.47918 3.01367
H 1.56919 -1.32478 2.56129
H 2.48263 0.03398 3.20743
H 2.69022 -0.31212 0.74956
H 2.14572 1.16390 1.12431
N -1.87402 0.49284 -4.20264
C -2.47639 -0.56795 -4.86651
C -2.96817 -0.39258 -6.15408
C -3.57202 -1.45394 -6.78853
C -3.69551 -2.70662 -6.15631
C -3.21145 -2.89361 -4.88646
C -2.59759 -1.81954 -4.22921
S -2.00037 -2.03002 -2.64453
N -1.34359 -0.60026 -2.21367
C -1.33541 0.45350 -2.97278
C -0.71369 1.70034 -2.42190
C -0.61917 2.86488 -3.15407
C -0.10733 4.01062 -2.55614
C 0.28688 3.94976 -1.23792
C 0.19042 2.73386 -0.58056
N -0.28541 1.62368 -1.15001
H -1.85844 1.36980 -4.70123
H -2.87838 0.56885 -6.65057
H -3.95726 -1.32090 -7.79127
H -4.17377 -3.52735 -6.67577
H -3.30428 -3.85581 -4.39544
H -0.92178 2.92156 -4.19150
H -0.02798 4.93278 -3.11871
H 0.67211 4.81849 -0.72164
H 0.50958 2.64930 0.45063
S 0.70843 -2.55325 -0.10338
C -0.26626 -3.96109 0.23560
N 0.33305 -5.15131 0.00018
C -0.22796 -6.35318 0.25861
C -1.48795 -6.41548 0.78154
C -2.15387 -5.21753 1.03378
C -1.55025 -4.00076 0.76000
H 1.27416 -5.12844 -0.37630
H 0.37148 -7.22322 0.03336
H -1.93833 -7.37487 0.99405
H -3.15076 -5.24030 1.45935
H -2.05296 -3.06793 0.97391

Forces on atoms 1 to 3 (eV/Å):
Rh 0.2 -0.2 0.2
N 0.1 0.1 -0.1
C -0.1 0.0 -0.1

## Properties
- <S²>: 6.02
- Total charge: +3
- 2S+1: 5
- Highest occupied orbital energy (spin up / spin down): -16.76 / -17.11 eV
- HOMO-LUMO gap (spin up / spin down): 7.57 / 6.10 eV



DFT (ωB97M-V/def2-TZVPD) results for a structure of composition C28H56O56S14.

Element x y z (Å)
C 1.89480 -2.97131 -5.73317
C 1.03824 -1.75237 -6.11761
O 1.56623 -0.72288 -5.29992
S 1.61215 -1.31737 -3.75138
O 0.35284 -1.71318 -3.12807
O 2.62036 -0.62261 -3.02164
O 2.19169 -2.77040 -4.35256
H 2.88699 -2.99845 -6.18365
H 1.36229 -3.91608 -5.84235
H 0.01104 -2.00560 -5.85524
H 1.19993 -1.64521 -7.19022
C 1.03103 0.74063 -0.70365
C -0.15299 1.30396 0.12854
O -0.42939 0.25047 1.05610
S -0.09288 -1.19915 0.51938
O -1.09043 -1.56670 -0.53835
O 0.15596 -2.13250 1.64465
O 1.31855 -0.58098 -0.15499
H 1.94162 1.33293 -0.61356
H 0.56491 0.74874 -1.68893
H -1.11310 1.30125 -0.38748
H 0.07203 2.17895 0.73835
C 0.01346 0.75316 4.16643
C -1.07695 0.21678 5.10519
O -0.98219 0.88570 6.34774
S 0.58596 1.45677 6.54193
O 1.44152 0.42681 7.18678
O 0.48692 2.79436 7.13681
O 0.92863 1.46613 4.92242
H -0.35115 1.37763 3.35084
H 0.55300 -0.13601 3.84030
H -1.15911 -0.85070 5.30969
H -2.03658 0.53676 4.69918
C -0.04743 -5.89261 -1.70547
C 0.74744 -4.62704 -1.35271
O 1.92720 -4.70799 -2.19775
S 2.07852 -6.21567 -2.99032
O 2.97924 -7.15398 -2.28049
O 2.32269 -6.05372 -4.39976
O 0.51188 -6.70177 -2.66254
H -1.08457 -5.67042 -1.95662
H -0.03950 -6.53308 -0.82352
H 1.05754 -4.58039 -0.30880
H 0.22317 -3.70298 -1.59636
C -4.04011 -4.26399 5.14251
C -4.03500 -4.91460 3.76871
O -2.81214 -5.57632 3.74214
S -1.64501 -4.64954 4.39941
O -1.39212 -3.43421 3.60401
O -0.55391 -5.42824 4.88370
O -2.74365 -4.28981 5.60852
H -4.68441 -4.79675 5.84191
H -4.50878 -3.28179 5.08150
H -4.23062 -4.25973 2.91961
H -4.71516 -5.76607 3.74683
C -4.99550 5.08666 2.24279
C -3.91810 6.12167 2.13777
O -2.74587 5.54017 2.68232
S -2.70371 3.91219 2.05691
O -2.25049 2.97094 3.12551
O -2.15032 3.87785 0.70485
O -4.41131 3.87078 1.84089
H -5.76248 5.45315 1.56049
H -5.33411 5.16926 3.27556
H -4.16990 7.04845 2.65331
H -3.81058 6.45791 1.10652
C 4.29083 -2.27552 -0.82446
C 5.57293 -1.92231 -1.58580
O 6.51570 -2.82465 -1.16165
S 5.97470 -4.22075 -0.56764
O 6.83516 -4.55188 0.57967
O 5.77951 -5.26205 -1.60161
O 4.51584 -3.55103 -0.16417
H 3.47658 -2.52050 -1.50645
H 3.92936 -1.46610 -0.19021
H 6.01372 -0.92685 -1.53240
H 5.51441 -2.38967 -2.56879
C -3.05570 -0.32108 2.12301
C -3.82407 -0.88167 0.88917
O -5.14445 -0.38567 1.15805
S -5.57850 -0.53105 2.73320
O -5.80082 -1.89934 3.17280
O -6.51567 0.48058 3.11052
O -3.99764 -0.09209 3.12192
H -2.55543 0.63984 2.00270
H -2.26490 -1.03582 2.35075
H -4.02672 -1.95177 0.93313
H -3.37957 -0.57514 -0.05770
C -3.66737 -1.43106 -4.84078
C -3.57676 -1.87031 -3.32037
O -3.80278 -3.26207 -3.31054
S -3.03991 -3.82172 -4.65396
O -3.45727 -5.18198 -5.12836
O -1.58368 -3.72791 -4.42921
O -3.69828 -2.63115 -5.58068
H -2.85477 -0.83643 -5.25815
H -4.62454 -0.91562 -4.91997
H -4.39739 -1.39812 -2.78029
H -2.59913 -1.64768 -2.89286
C 4.58767 3.05104 -0.56271
C 5.03516 1.56274 -0.74248
O 5.61570 1.61528 -2.01824
S 6.71850 2.78100 -2.07823
O 7.02568 3.33195 -3.40672
O 7.89252 2.35199 -1.21447
O 5.58010 3.73236 -1.24177
H 4.48709 3.30689 0.49205
H 3.58163 3.10366 -0.97892
H 4.40132 0.70137 -0.95315
H 5.77330 1.28739 0.01080
C -6.01220 1.52951 -2.10501
C -5.38490 2.35349 -0.93995
O -4.29892 3.09341 -1.52842
S -3.71138 2.30032 -2.85444
O -2.59929 1.46533 -2.59799
O -3.73718 3.23354 -3.96474
O -5.01983 1.25868 -2.99599
H -6.87488 2.09792 -2.45256
H -6.49581 0.56296 -1.96356
H -4.91285 1.70300 -0.20365
H -6.04788 3.08657 -0.48044
C 3.31704 -2.85228 2.88009
C 4.81415 -2.56821 3.08128
O 5.07384 -1.20621 2.64058
S 3.78782 -0.21052 3.04568
O 3.55777 0.73712 1.96717
O 3.98650 0.15778 4.39614
O 2.73498 -1.51252 2.94389
H 2.92202 -3.52670 3.63984
H 3.08682 -3.36454 1.94591
H 5.23632 -3.27994 2.37184
H 5.00323 -2.60527 4.15411
C 0.87676 4.17822 -5.91842
C -0.19533 4.96322 -5.06360
O 0.15350 4.73051 -3.69309
S 1.66717 4.03757 -3.48788
O 1.71507 2.56324 -3.16728
O 2.54438 4.87426 -2.64123
O 2.03314 4.29214 -5.08926
H 1.10685 4.70146 -6.84652
H 0.59445 3.15884 -6.18159
H -1.22372 4.63809 -5.22105
H -0.10500 6.03463 -5.24252
C 1.11277 5.44155 4.61236
C 0.92302 6.01538 3.19821
O 1.51603 5.25291 2.23413
S 2.40528 3.95958 2.84681
O 3.79475 4.09706 2.49817
O 1.68470 2.72535 2.53485
O 2.09589 4.39797 4.41539
H 0.27802 4.87358 5.02309
H 1.23662 6.11144 5.46325
H 1.40336 6.99160 3.26445
H -0.12340 5.99300 2.89393

Forces on atoms 1 to 3 (eV/Å):
C 0.2 0.2 0.6
C 0.6 -2.1 -0.2
O -0.9 1.0 1.6

## Properties
- Total charge: 0
- Highest occupied orbital energy: -10.59 eV
- HOMO-LUMO gap: 10.10 eV



DFT (ωB97M-V/def2-TZVPD) results for the molecule C2H2ClFO.

Element x y z (Å)
O 1.52695 -0.58489 -1.62231
C 0.66878 0.11741 -1.16547
C -0.42028 -0.31737 -0.12398
F -1.63224 0.21329 -0.45459
Cl 0.05768 0.24437 1.54309
H 0.48428 1.21878 -1.37944
H -0.48135 -1.41382 -0.04653

Forces on atoms 1 to 3 (eV/Å):
O -0.9 0.5 0.5
C -0.7 0.9 0.6
C 0.7 -0.9 0.4

## Properties
- Total charge: 0
- Highest occupied orbital energy: -10.75 eV
- HOMO-LUMO gap: 10.80 eV



DFT (ωB97M-V/def2-TZVPD) results for a structure of composition C4H7NO.

Element x y z (Å)
C -0.89549 -1.18357 0.09079
C -0.08263 0.06655 0.36792
C 1.26151 0.18822 -0.41260
O 0.07392 0.37410 1.72278
C -0.24075 1.16093 -0.56189
N -0.37367 2.10602 -1.33210
H -0.40894 -2.02975 0.58469
H -1.91636 -1.08375 0.47887
H -0.95702 -1.38399 -0.98361
H 2.03675 0.59361 0.23538
H 0.77627 1.44985 -1.34188
H 1.52985 -0.70717 -0.97183
H -0.80345 0.44894 2.12348

Forces on atoms 1 to 3 (eV/Å):
C 0.0 0.0 0.0
C -0.1 -0.1 -0.3
C 0.4 -0.3 0.1

## Properties
- Total charge: 0
- Highest occupied orbital energy: -8.05 eV
- HOMO-LUMO gap: 8.67 eV



M (u)
501.47, 1737.64, 96.49, 85.11
E (Eh)
-1971.7524, -10887.9154, -712.6796, -286.4180
Relative energy (zero: lowest compared OMol25 entry of this formula, charge and spin) (kcal/mol)
0.0, 212.5, 0.0, 134.1